Entry 1:
Formula: C30H34N3O
Source: OMol25
Level of theory: ωB97M-V with the def2-TZVPD basis set

Geometry as XYZ:
```
68
Properties=species:S:1:pos:R:3:forces:R:3
C 2.2580 4.1220 2.3507 0.060 -0.067 0.397
C 1.8429 3.6398 3.7737 0.078 0.038 -0.122
C 0.4227 3.0694 3.6481 -0.189 0.270 0.536
N 0.0799 3.1583 2.2351 0.352 0.029 0.426
C -1.0818 2.6936 1.7850 -1.097 -0.116 -2.362
C -1.5015 2.7134 0.4502 1.641 1.832 2.463
C -2.4195 1.7556 -0.0781 -1.618 -1.382 1.929
C -2.0657 1.4256 -1.5047 0.626 -0.740 -1.251
C -1.9316 0.0911 -1.9605 -0.617 0.270 0.068
C -1.8973 -0.2425 -3.3166 0.830 0.973 -0.229
C -1.7119 0.7912 -4.2662 -0.133 -0.259 0.014
C -1.6131 2.1251 -3.8231 0.539 -0.629 -0.096
C -1.7204 2.4053 -2.4566 -0.353 0.714 0.089
C 1.1004 3.7626 1.4026 0.344 0.528 -0.443
H 2.4233 5.2074 2.3617 0.070 -0.373 -0.099
H 3.1877 3.6228 2.0433 -0.300 0.306 0.039
H 2.5258 2.8569 4.1302 -0.157 0.390 0.001
H 1.8438 4.4828 4.4808 0.165 -0.431 -0.179
H 0.3625 2.0320 4.0327 -0.031 0.401 -0.360
H -0.2949 3.6787 4.2242 0.227 -0.242 -0.041
H -1.7566 2.2752 2.5349 0.419 -0.407 -0.008
H -0.9957 3.4116 -0.2261 -0.023 -0.593 0.283
H -2.5274 0.8876 0.5944 1.481 -0.133 -0.786
H -1.9031 -0.7016 -1.2211 -0.185 0.089 -0.175
H -1.9240 -1.2918 -3.6266 0.134 0.435 0.127
H -1.5630 0.5332 -5.3397 -0.335 0.315 0.964
H -1.3767 2.9314 -4.5421 -0.168 -0.569 0.565
H -1.5572 3.4540 -2.1351 -0.353 -0.807 -0.301
H 0.7115 4.6786 0.9236 0.009 -0.296 0.101
H 1.4594 3.1148 0.5760 -0.508 -0.030 0.457
C -4.2615 3.7555 -1.6716 -0.304 -0.680 0.851
O -4.4964 3.3120 -0.2771 -0.481 -1.094 -0.192
C -4.1614 1.9685 0.2360 0.567 1.063 -4.638
C -4.6088 0.8063 -0.6564 -0.747 -0.809 0.392
C -4.1809 -0.5105 -0.3439 0.120 0.192 -0.264
C -4.4037 -1.5646 -1.2255 -0.680 -0.002 -0.473
C -5.1062 -1.3273 -2.4305 -0.053 0.154 0.418
C -5.6390 -0.0485 -2.6880 0.052 -0.610 0.186
C -5.4063 0.9967 -1.7910 0.229 -0.296 0.291
C -4.7936 1.9112 1.5562 -1.577 1.052 2.522
N -5.4741 0.9071 2.2191 0.729 0.375 0.161
C -6.0185 -0.3540 1.7794 -1.043 -1.431 0.164
C -5.9219 1.3638 3.4898 -0.094 -0.750 -0.906
C -5.6391 2.6871 3.5279 0.718 2.232 0.356
C -5.9427 3.5103 4.6393 -0.300 -0.944 0.305
C -6.5603 2.8749 5.7365 0.394 0.379 -0.897
C -6.8795 1.4994 5.6923 0.467 -0.234 -1.025
C -6.5827 0.7270 4.5411 -0.307 -0.384 1.216
N -4.9592 3.0255 2.3401 -0.003 -1.597 -0.199
C -4.7218 4.4065 2.0111 -0.251 1.442 0.803
H -5.1990 4.2712 -1.9816 0.675 -0.428 0.164
H -3.4308 4.4670 -1.6443 -0.205 -0.134 -0.068
H -4.0165 2.9014 -2.3350 -0.276 0.878 0.412
H -3.6049 -0.7352 0.5736 -0.381 0.295 -0.626
H -4.0479 -2.5840 -0.9790 -0.219 0.782 -0.220
H -5.2709 -2.1539 -3.1357 0.061 0.474 0.357
H -6.2791 0.1270 -3.5651 0.466 -0.135 0.420
H -5.8382 1.9733 -1.9638 -0.043 -0.160 -0.079
H -6.7768 -0.6075 2.5478 0.433 0.039 -0.653
H -6.5575 -0.2869 0.8242 0.433 0.127 0.291
H -5.3122 -1.1972 1.7492 -0.167 0.575 0.004
H -5.6865 4.5723 4.6480 -0.199 -0.482 0.188
H -6.7911 3.4653 6.6274 0.072 -0.278 -0.338
H -7.3278 1.0376 6.5750 0.081 0.056 -0.462
H -6.8160 -0.3593 4.5209 0.186 1.009 0.077
H -5.0227 4.9293 2.9424 0.534 0.055 -0.833
H -3.6666 4.5961 1.7976 -0.360 0.002 -0.127
H -5.3936 4.7489 1.2064 0.563 -0.245 0.413
```
Forces are in eV/Å.

- LUMO energy (eV) = -3.183
- charge = +1
- frontier orbital gap (hartree) = 0.23719
- structure (SMILES) = CO[C@](c1ccccc1)(c1n(C)c2ccccc2[n+]1C)[C@H](/C=C/N1CCCC1)c1ccccc1
- total energy (eV) = -38170.310
- energy above the lowest of the compared OMol25 structures with the same formula, charge and spin (kJ/mol) = 371.0
- HOMO level (eV) = -9.637

Entry 2:
Formula: C14H18NO3S
Source: OMol25
Level of theory: ωB97M-V with the def2-TZVPD basis set

Geometry as XYZ:
```
37
Properties=species:S:1:pos:R:3:forces:R:3
C -3.1945 -1.6806 -3.3345 -0.661 -0.188 -0.013
C -2.3592 -0.4263 -3.3334 0.090 1.575 -0.121
S -0.7011 -0.6193 -3.0568 1.247 -0.451 0.174
O -2.8563 0.6949 -3.5324 -0.562 -0.960 0.015
H -4.2476 -1.3975 -3.3473 -0.118 -0.045 -0.012
H -2.9832 -2.2741 -4.2323 0.075 0.067 0.220
H -2.9904 -2.2872 -2.4449 0.060 0.100 -0.262
C -0.1552 -3.2393 1.0261 -0.011 0.172 -0.351
C -0.0158 -2.4131 2.2980 -0.098 -0.123 0.040
C -1.3619 -2.2166 2.9760 -0.349 0.180 0.113
C 0.9312 -3.1388 3.2407 0.312 0.156 0.129
O 0.6293 -1.1229 2.0123 -0.360 -0.284 -0.431
C 0.0035 -0.3075 1.1194 -1.375 -0.859 -0.670
N 0.8707 0.6867 0.6993 0.381 1.220 0.562
C 0.5418 1.3968 -0.3134 -0.580 -0.695 -0.530
C 1.2088 2.6606 -0.6498 0.684 0.487 -0.023
C 1.0690 3.1959 -1.9472 -0.156 -0.306 0.430
C 1.7136 4.3784 -2.2957 0.193 0.090 0.332
C 2.4942 5.0521 -1.3430 -0.154 -0.286 0.007
C 2.6206 4.5432 -0.0407 -0.227 -0.230 -0.250
C 1.9858 3.3440 0.3045 0.011 0.263 -0.346
O -1.1659 -0.4319 0.7777 1.416 0.308 0.484
H 0.8330 -3.3716 0.5625 -0.299 0.016 0.036
H -0.5606 -4.2250 1.2851 0.097 0.154 -0.049
H -0.8332 -2.7576 0.3116 0.236 -0.152 0.104
H -1.2361 -1.6649 3.9180 -0.062 -0.064 -0.208
H -2.0451 -1.6744 2.3132 0.173 -0.188 0.326
H -1.7973 -3.1960 3.2082 0.113 0.113 0.001
H 1.0549 -2.5820 4.1764 0.058 -0.049 -0.153
H 0.5276 -4.1281 3.4837 0.010 0.176 -0.076
H 1.9095 -3.2750 2.7642 -0.140 0.068 0.148
H -0.2352 1.0628 -1.0304 0.109 0.056 0.378
H 0.4425 2.6541 -2.6593 0.184 0.105 0.110
H 1.6081 4.7712 -3.3094 0.057 -0.084 0.345
H 3.0066 5.9752 -1.6215 -0.157 -0.234 0.114
H 3.2144 5.0795 0.7032 -0.173 -0.163 -0.250
H 2.0735 2.9343 1.3119 -0.022 0.053 -0.323
```
Forces are in eV/Å.

- LUMO energy (eV) = 2.480
- charge = -1
- frontier orbital gap (hartree) = 0.21405
- total energy (eV) = -33279.788
- HOMO level (eV) = -3.345

Entry 3:
Formula: C4H8Br2O2S2
Source: OMol25
Level of theory: ωB97M-V with the def2-TZVPD basis set

Geometry as XYZ:
```
18
Properties=species:S:1:pos:R:3:forces:R:3
C -2.1017 -0.0288 -0.0935 -4.013 1.290 1.685
C 1.7755 -2.4293 0.9407 -1.363 -0.325 -0.834
C -1.1504 2.5963 -1.2656 0.382 -2.100 2.530
C -0.5362 2.1117 -0.1677 -0.079 0.326 -1.142
O -0.2290 0.1165 1.5550 0.764 -0.411 1.362
O 0.8813 -0.8352 -0.8003 -0.078 0.255 -0.776
S -1.2510 1.0476 1.0778 -1.569 0.061 -0.455
S 1.7466 -0.7256 0.3671 0.682 -0.059 0.635
Br 3.9239 -0.6716 -0.2273 0.507 -0.049 -0.429
Br 1.3427 2.4328 0.1793 -1.063 0.418 -0.210
H -2.4598 -0.8992 0.4734 -0.072 0.481 0.090
H -1.3866 -0.3538 -0.7056 2.917 -1.194 -2.644
H -2.9541 0.4391 -0.6620 0.872 -0.345 0.744
H 1.0201 -2.4621 1.7279 0.477 -0.055 0.488
H 1.2150 -2.8425 0.0812 0.711 -0.445 0.264
H 2.7359 -2.9070 1.1194 -0.231 0.237 0.205
H -2.0725 2.3315 -1.7374 -0.684 -0.161 0.595
H -0.4997 3.0796 -1.8624 1.840 2.077 -2.109
```
Forces are in eV/Å.

- LUMO energy (eV) = 0.333
- frontier orbital gap (hartree) = 0.34273
- total energy (eV) = -170124.921
- energy above the lowest of the compared OMol25 structures with the same formula, charge and spin (kJ/mol) = 112.7
- HOMO level (eV) = -8.993

What did the second record say?
Formula: C14H18NO3S
Source: OMol25
Level of theory: ωB97M-V with the def2-TZVPD basis set

Geometry as XYZ:
```
37
Properties=species:S:1:pos:R:3:forces:R:3
C -3.1945 -1.6806 -3.3345 -0.661 -0.188 -0.013
C -2.3592 -0.4263 -3.3334 0.090 1.575 -0.121
S -0.7011 -0.6193 -3.0568 1.247 -0.451 0.174
O -2.8563 0.6949 -3.5324 -0.562 -0.960 0.015
H -4.2476 -1.3975 -3.3473 -0.118 -0.045 -0.012
H -2.9832 -2.2741 -4.2323 0.075 0.067 0.220
H -2.9904 -2.2872 -2.4449 0.060 0.100 -0.262
C -0.1552 -3.2393 1.0261 -0.011 0.172 -0.351
C -0.0158 -2.4131 2.2980 -0.098 -0.123 0.040
C -1.3619 -2.2166 2.9760 -0.349 0.180 0.113
C 0.9312 -3.1388 3.2407 0.312 0.156 0.129
O 0.6293 -1.1229 2.0123 -0.360 -0.284 -0.431
C 0.0035 -0.3075 1.1194 -1.375 -0.859 -0.670
N 0.8707 0.6867 0.6993 0.381 1.220 0.562
C 0.5418 1.3968 -0.3134 -0.580 -0.695 -0.530
C 1.2088 2.6606 -0.6498 0.684 0.487 -0.023
C 1.0690 3.1959 -1.9472 -0.156 -0.306 0.430
C 1.7136 4.3784 -2.2957 0.193 0.090 0.332
C 2.4942 5.0521 -1.3430 -0.154 -0.286 0.007
C 2.6206 4.5432 -0.0407 -0.227 -0.230 -0.250
C 1.9858 3.3440 0.3045 0.011 0.263 -0.346
O -1.1659 -0.4319 0.7777 1.416 0.308 0.484
H 0.8330 -3.3716 0.5625 -0.299 0.016 0.036
H -0.5606 -4.2250 1.2851 0.097 0.154 -0.049
H -0.8332 -2.7576 0.3116 0.236 -0.152 0.104
H -1.2361 -1.6649 3.9180 -0.062 -0.064 -0.208
H -2.0451 -1.6744 2.3132 0.173 -0.188 0.326
H -1.7973 -3.1960 3.2082 0.113 0.113 0.001
H 1.0549 -2.5820 4.1764 0.058 -0.049 -0.153
H 0.5276 -4.1281 3.4837 0.010 0.176 -0.076
H 1.9095 -3.2750 2.7642 -0.140 0.068 0.148
H -0.2352 1.0628 -1.0304 0.109 0.056 0.378
H 0.4425 2.6541 -2.6593 0.184 0.105 0.110
H 1.6081 4.7712 -3.3094 0.057 -0.084 0.345
H 3.0066 5.9752 -1.6215 -0.157 -0.234 0.114
H 3.2144 5.0795 0.7032 -0.173 -0.163 -0.250
H 2.0735 2.9343 1.3119 -0.022 0.053 -0.323
```
Forces are in eV/Å.

- LUMO energy (eV) = 2.480
- charge = -1
- frontier orbital gap (hartree) = 0.21405
- total energy (eV) = -33279.788
- HOMO level (eV) = -3.345

> The highest frontier orbital gap belongs to which entry?

C4H8Br2O2S2

> LUMO energy of number 3 (C4H8Br2O2S2)?

0.333 eV

> Among the records above, which one has the highest total energy?

C14H18NO3S